60
Properties=species:S:1:pos:R:3:forces:R:3 method="wB97M-V/def2-TZVPD" fmax_ev_per_a=1.18 homo_ev=-8.37 e_tot_ev=-46807.8478 total_charge=0 smiles="Cc1ccc(CCNC(=O)CCn2ccc3cc(S(=O)(=O)N4CCCC4)ccc32)cc1" de_lowest_kcal_mol=26.9
C 4.295495 1.886197 0.287958 -0.001 0.054 -0.016
C 3.100673 1.648419 -0.582747 0.022 -0.037 -0.098
C 1.877406 2.228045 -0.264113 -0.002 -0.020 -0.088
C 0.768989 2.021717 -1.060608 0.060 0.012 -0.001
C 0.846165 1.227272 -2.198398 -0.007 0.034 -0.188
C 2.067669 0.651893 -2.519700 -0.036 0.096 -0.048
C 3.180518 0.863657 -1.723997 0.021 0.107 0.074
H 4.123112 0.410780 -1.997698 0.109 -0.050 0.005
H 2.158645 0.047001 -3.412371 -0.016 -0.055 -0.103
C -0.385100 0.956516 -3.017751 -0.083 -0.167 0.206
H -1.010237 1.849378 -3.060372 -0.006 0.015 -0.041
H -0.111356 0.676429 -4.036439 -0.043 0.038 -0.027
C -1.199593 -0.176667 -2.386857 -0.274 0.072 -0.133
N -0.453256 -1.412255 -2.425069 0.157 0.432 -0.102
C -1.048349 -2.618216 -2.510393 0.638 -0.214 -0.156
O -2.247099 -2.765438 -2.619535 -0.499 -0.158 0.065
C -0.074548 -3.788668 -2.442477 -0.251 -0.018 0.224
H -0.538198 -4.649852 -2.922810 0.003 0.068 -0.040
H 0.852928 -3.542001 -2.961161 0.042 -0.040 0.003
C 0.222196 -4.136962 -0.974276 -0.143 -0.254 -0.431
N 0.854714 -3.047817 -0.282269 -0.019 -0.002 0.243
C 0.258541 -2.132159 0.537421 0.251 0.425 0.375
C -1.052681 -2.042474 0.998637 -0.239 0.073 0.083
C -1.350300 -1.041751 1.898564 -0.157 -0.264 -0.146
C -0.373253 -0.130816 2.303027 0.047 0.653 0.576
C 0.918718 -0.189208 1.841847 0.029 0.011 -0.023
C 1.254102 -1.205085 0.949008 -0.464 -0.281 -0.096
C 2.466446 -1.607638 0.325978 0.079 -0.151 -0.111
C 2.179090 -2.717515 -0.405423 0.378 0.166 0.050
H 2.830653 -3.324956 -1.005127 0.103 -0.126 -0.110
H 3.420932 -1.135637 0.430490 0.247 0.050 -0.023
H 1.642506 0.522846 2.201133 0.140 0.080 0.026
S -0.737663 1.067594 3.596568 0.029 0.150 0.271
O -1.291925 0.356651 4.712048 -0.254 -0.120 -0.196
O 0.450611 1.847791 3.791489 0.070 0.009 -0.343
N -1.911795 2.141159 3.092925 0.838 -0.707 0.424
C -3.294319 1.706083 3.096268 -0.598 -0.274 0.256
H -3.887267 2.445629 3.643256 0.028 -0.119 -0.024
C -3.744242 1.626794 1.621165 0.014 0.044 -0.017
H -4.081396 0.628049 1.349827 -0.057 -0.008 -0.009
C -2.507454 2.041157 0.812919 0.025 0.071 0.025
H -2.763679 2.652745 -0.050310 0.032 -0.009 -0.084
H -1.966829 1.157494 0.471199 -0.001 0.076 -0.025
C -1.654192 2.800927 1.834490 0.166 0.269 -0.553
H -0.584596 2.769833 1.634661 0.020 0.180 -0.144
H -1.975503 3.844951 1.910840 0.098 -0.033 -0.015
H -4.566672 2.319007 1.444896 -0.051 -0.045 -0.010
H -3.356562 0.761902 3.635828 -0.197 0.071 0.001
H -2.339761 -0.966862 2.318130 -0.197 -0.062 0.022
H -1.814484 -2.736263 0.677960 -0.107 -0.066 -0.019
H 0.881128 -5.010455 -0.935342 -0.132 0.082 0.079
H -0.710877 -4.384550 -0.464790 0.105 -0.037 0.003
H 0.534478 -1.336221 -2.232271 0.004 -0.214 0.031
H -1.442724 0.079305 -1.347636 -0.060 0.004 -0.099
H -2.133452 -0.345770 -2.928175 0.077 0.059 0.098
H -0.169971 2.490358 -0.805448 -0.152 0.050 0.045
H 1.799106 2.847830 0.617624 -0.017 0.083 0.139
H 4.047028 1.708750 1.332919 0.062 -0.013 0.114
H 4.624440 2.921447 0.198974 0.089 0.038 0.052
H 5.123043 1.239631 0.005513 0.080 -0.027 0.028